ORCA calculation (the ωB97M-V functional and the def2-TZVPD basis) on 18 unconnected molecules or ions with the total composition C38H120N8O18 at a distorted geometry.

```
184
Properties=species:S:1:pos:R:3:forces:R:3:lowdin_charge:R:1
C 4.645088 9.002461 25.260733 0.75 -0.04 -0.32 -0.0862
C 5.853104 8.557615 26.074830 -0.54 0.84 -0.04 -0.2991
O 5.393520 7.720493 27.139419 -0.38 0.52 -0.57 -0.0908
H 3.885498 9.540408 25.777099 -0.20 0.96 0.74 0.0584
H 4.081820 8.175033 24.891056 -0.07 -1.03 -0.46 0.0530
H 5.020749 9.561562 24.397438 -0.25 0.14 0.11 0.0722
H 6.391969 9.468788 26.463766 -0.35 -0.91 -0.24 0.1268
H 6.494673 8.029023 25.363541 0.29 -0.15 0.44 0.0902
H 6.146098 7.445531 27.647008 0.72 -0.31 0.28 0.0599
C 4.093282 -2.795720 29.445887 -0.92 0.35 1.14 -0.0795
C 2.983750 -2.052198 28.677707 -0.24 0.06 0.77 -0.3337
O 2.474737 -2.969690 27.754809 -0.14 -0.97 -0.98 -0.1156
H 4.977205 -3.041583 28.866490 -0.12 -0.06 -0.30 0.0644
H 3.602611 -3.693946 29.825852 0.28 -0.32 -0.30 0.0737
H 4.426580 -2.313090 30.384583 -0.14 0.33 -0.60 0.0709
H 3.338860 -1.170028 28.164330 0.38 0.52 -0.16 0.0854
H 2.138038 -1.724088 29.327857 0.76 -0.13 0.09 0.1199
H 1.771414 -2.594802 27.179604 0.71 0.26 0.47 0.0311
C 3.639661 -0.407826 22.163574 -1.98 0.64 0.44 -0.0441
C 2.538890 -1.184124 22.904646 0.23 0.90 -0.49 -0.2771
O 1.790597 -0.333028 23.776160 -0.26 1.46 -0.68 -0.1724
H 4.105215 -1.059549 21.468466 0.43 -0.31 -0.98 0.0687
H 4.357775 -0.052924 22.849681 0.97 0.36 0.84 0.0390
H 3.175644 0.510878 21.713351 0.46 -0.98 -0.07 0.0907
H 2.918177 -2.001969 23.495118 0.39 -0.15 0.48 0.0934
H 1.916320 -1.664946 22.170125 -0.70 -0.04 -0.39 0.1053
H 1.576742 0.595009 23.349633 0.56 -1.80 0.92 0.0956
O 6.203867 1.955293 24.838766 -0.64 -0.07 1.99 -0.0450
H 6.418182 1.886367 23.936191 0.44 -0.15 -1.76 0.0075
H 5.515781 1.278745 25.017451 0.15 0.34 -0.22 0.0003
O 7.435127 5.010630 23.661276 1.14 0.96 0.83 -0.0923
H 7.817536 5.496294 24.465621 -0.76 -0.83 -1.14 0.0361
H 6.599952 4.661732 23.964189 -0.35 -0.13 0.28 -0.0266
O 4.207693 0.005147 25.449658 -0.58 0.30 -0.18 -0.0621
H 3.412986 -0.329571 24.983183 0.28 0.50 0.25 0.0233
H 4.806387 -0.736749 25.439746 0.39 -0.84 0.08 0.0201
O 7.924760 6.077827 26.274768 0.07 0.51 -0.65 -0.1034
H 8.735741 5.971105 26.789626 -0.48 -0.48 0.14 0.0372
H 7.215269 5.417219 26.509678 0.63 0.08 0.65 -0.0032
O 9.689454 4.400895 28.707843 0.91 0.52 0.64 -0.0929
H 9.506608 3.713284 28.047180 0.10 -0.19 -0.56 -0.0312
H 10.670088 4.429464 28.783559 -1.12 -0.05 -0.09 0.0514
O 4.830314 -2.900289 25.540434 0.92 0.31 -0.68 -0.0302
H 4.388326 -3.379290 24.840928 -0.06 -0.23 -0.21 0.0406
H 4.172120 -2.813797 26.214377 -1.00 -0.11 1.08 0.0000
O 0.989680 -1.792163 25.919417 -0.91 0.23 -0.69 -0.0633
H 1.061523 -1.027996 25.288304 0.04 -0.88 0.27 0.0397
H 0.241912 -2.345362 25.619731 0.53 0.59 0.09 0.0784
C 11.543583 1.503684 27.907772 -0.47 -0.96 -0.91 -0.0381
C 11.233420 2.419440 26.725040 -0.54 -0.09 -0.62 -0.3934
C 11.774180 1.826102 25.437368 0.51 0.96 -0.65 -0.2251
O 13.172360 1.972117 25.241782 -0.68 0.32 0.54 -0.1749
C 13.517023 1.388657 24.017352 -0.94 -2.05 0.56 -0.1264
N 9.752193 2.568502 26.574413 1.42 0.55 1.08 0.0619
H 12.616529 1.518666 28.026050 0.28 -0.18 0.42 0.0828
H 11.231694 0.468033 27.612274 0.40 0.64 0.17 0.1015
H 11.005549 1.669032 28.837776 0.13 0.62 0.05 0.0590
H 11.714742 3.386987 26.823031 -0.06 0.36 0.25 0.1333
H 11.294491 2.350406 24.593919 -0.19 -0.21 0.10 0.1283
H 11.577322 0.777828 25.374631 -0.66 -0.95 -0.02 0.1135
H 13.361898 0.244072 24.059473 0.09 1.50 -0.16 0.1173
H 14.542090 1.563339 23.949052 1.72 0.23 -0.66 0.0640
H 12.960946 1.781788 23.161168 0.00 0.15 0.08 0.0900
H 9.435003 1.702713 26.917964 -1.27 -1.20 0.24 0.0524
H 9.403217 2.719905 25.646457 0.09 0.10 -0.46 0.0802
C -1.632970 0.762234 22.868948 0.71 -0.87 -1.35 -0.0504
C -1.267099 2.148057 22.348959 -1.54 -0.96 1.10 -0.4628
C 0.151652 2.160605 21.887337 0.63 1.27 0.40 -0.1721
O 1.091844 2.104265 22.980743 -0.53 -0.40 -1.76 -0.2423
C 1.241047 3.343181 23.612150 0.39 0.66 0.55 -0.0901
N -2.086069 2.531271 21.191288 -0.79 1.09 0.24 0.0337
H -1.843907 0.071012 22.022171 0.31 0.36 0.39 0.0980
H -2.505284 0.777861 23.457143 -1.20 0.13 0.81 0.0557
H -0.833638 0.327142 23.480615 -0.06 0.17 -0.14 0.0693
H -1.442855 2.781066 23.241019 0.45 0.37 -0.50 0.1362
H 0.308039 3.119320 21.340616 0.28 -0.74 0.02 0.1338
H 0.331872 1.300470 21.267091 0.16 -0.24 -0.45 0.1319
H 1.236941 4.217500 22.894471 -0.18 -0.95 0.73 0.1228
H 2.207680 3.293083 24.102535 0.14 0.32 0.16 0.0806
H 0.480565 3.395431 24.398193 0.01 0.71 -0.20 0.0791
H -1.885526 3.533224 21.079596 -0.20 -0.41 -0.44 0.0753
H -3.124704 2.517107 21.337426 1.41 -0.36 0.22 0.0994
C -0.128923 4.263715 29.400468 0.46 -1.28 -0.43 -0.0482
C 0.233464 2.829724 29.880018 -0.92 1.40 -1.01 -0.4161
C 0.123757 2.759425 31.381287 0.48 -0.49 -0.49 -0.2184
O 0.447174 1.454913 31.828677 -1.15 -0.04 -0.38 -0.1960
C 0.138312 1.304991 33.188311 -0.43 0.23 -0.20 -0.1101
N -0.782783 1.961488 29.236341 0.83 -0.38 -0.41 0.0467
H -0.043972 4.316786 28.318406 0.06 -0.17 -0.27 0.0574
H 0.514463 5.025863 29.757868 0.69 0.73 0.62 0.0465
H -1.139056 4.494141 29.641128 -0.92 0.20 0.38 0.0737
H 1.277728 2.667930 29.589131 -0.08 -0.42 -0.03 0.1099
H -0.879439 3.104501 31.668048 0.11 -0.27 0.27 0.1381
H 0.919301 3.341447 31.814071 0.02 1.03 0.25 0.0970
H 0.447421 0.300205 33.395565 -0.20 -0.53 0.65 0.0842
H -0.923627 1.527808 33.446245 0.38 -0.55 -0.44 0.1000
H 0.697312 2.002623 33.788936 0.64 0.35 0.38 0.0790
H -0.476341 0.991002 29.357079 -0.36 0.29 -0.17 0.0717
H -0.838623 2.153393 28.211599 0.25 -0.25 1.23 0.0718
C -0.479584 7.852445 24.152638 -0.52 0.25 1.31 -0.0649
C -0.498377 6.744383 25.275607 0.49 2.92 0.36 -0.4223
C -0.045323 7.297303 26.691860 -2.54 -0.75 -0.52 -0.2588
O 1.263357 7.647087 26.656888 2.18 0.70 1.08 -0.1897
C 1.892248 7.887192 27.964629 0.50 0.52 -2.39 -0.0307
N -1.882621 6.311081 25.399763 0.70 -1.07 0.32 0.0279
H -0.601017 7.268626 23.254989 0.01 0.20 -0.78 0.0495
H 0.488237 8.368856 24.154739 -0.22 -0.17 -0.14 0.0686
H -1.314899 8.630411 24.215850 1.03 -1.18 0.18 0.0992
H 0.313778 6.075826 24.931888 -0.60 -0.56 0.34 0.1182
H -0.225651 6.473697 27.415228 0.02 0.20 -0.08 0.1023
H -0.742932 8.139676 26.990031 0.64 -0.61 -0.32 0.1416
H 2.890498 8.282308 27.725093 -0.25 -0.39 0.10 0.0731
H 1.983567 7.002429 28.547864 -0.08 -0.96 0.40 0.0616
H 1.397887 8.650080 28.519416 -0.84 0.58 0.41 0.0758
H -1.910937 5.443440 25.958756 -0.36 0.51 -0.65 0.0764
H -2.283909 6.182922 24.472910 -0.04 -0.31 0.37 0.0648
C 4.335711 8.225465 21.209671 -1.31 -0.18 -0.58 -0.0602
C 5.333660 7.179548 21.615533 -0.79 -1.31 0.49 -0.5108
C 5.389895 5.937774 20.745130 -1.46 -0.56 -1.59 -0.1562
O 4.164342 5.102935 20.792165 1.34 0.81 0.10 -0.1826
C 4.364202 4.033832 21.683161 -0.22 -0.56 -0.30 -0.1305
N 6.615834 7.762001 21.539877 1.48 0.60 0.51 0.0447
H 4.475107 8.561809 20.179708 0.38 0.07 0.06 0.0850
H 4.254545 9.102521 21.863835 0.46 -0.25 0.04 0.0733
H 3.346091 7.784271 21.210225 -0.37 -0.16 0.10 0.0726
H 5.037658 6.747789 22.589158 0.15 0.53 0.39 0.1285
H 6.256796 5.283231 20.951264 -0.26 0.52 0.24 0.1144
H 5.471429 6.266298 19.698910 0.01 -0.14 0.13 0.1280
H 5.378521 3.627894 21.536394 -0.36 -0.37 0.01 0.0862
H 3.578203 3.255954 21.528995 0.61 0.53 -0.07 0.0891
H 4.306777 4.355314 22.711229 -0.10 0.20 0.59 0.0515
H 7.332859 7.121115 21.893563 -0.23 0.57 0.15 0.0778
H 6.578647 8.637056 22.065697 0.64 -0.40 -0.11 0.0796
C 5.284926 5.659069 30.966717 -0.37 0.91 1.57 -0.0620
C 4.044052 4.767522 30.812580 0.68 0.85 -1.10 -0.4427
C 4.406888 3.391610 31.314706 -0.66 -0.62 1.89 -0.2117
O 3.280098 2.542454 31.205708 -0.23 -1.40 -0.95 -0.2170
C 3.546037 1.170353 30.768152 -0.08 1.45 0.43 -0.0584
N 2.838934 5.430567 31.316871 0.57 -0.23 1.41 0.0646
H 6.152264 5.264336 30.455891 0.22 -0.19 -0.12 0.0519
H 5.555024 5.803656 32.052682 -0.16 -0.47 -0.86 0.0943
H 5.106711 6.688129 30.639028 -0.15 -0.25 -0.36 0.0748
H 3.905491 4.674212 29.714350 -0.18 -0.09 0.47 0.1168
H 4.662998 3.364493 32.446162 0.24 0.38 -1.75 0.1615
H 5.218647 3.022682 30.693191 0.34 -0.07 0.28 0.0816
H 2.606203 0.643536 30.911008 0.04 -0.03 -0.26 0.0764
H 4.315300 0.714623 31.371252 0.29 -0.16 0.59 0.0751
H 3.936283 1.121958 29.743335 -0.40 0.19 -0.11 0.0710
H 2.045049 4.805024 31.213353 0.15 0.02 -0.01 0.0229
H 2.953161 5.567408 32.348439 -0.20 -0.07 -1.10 0.0992
C 4.448342 4.932631 25.547800 0.04 2.08 -1.20 -0.0645
C 4.635989 4.501568 26.941203 0.44 -0.26 2.05 -0.3775
C 3.810430 3.248374 27.267608 0.80 0.00 -1.70 -0.1607
O 2.466785 3.347548 26.783169 1.60 1.48 0.44 -0.1626
C 1.809393 2.146421 26.699853 -1.52 0.12 -0.55 -0.1283
N 6.102546 4.306729 27.286462 -1.31 0.75 -0.18 0.0861
H 3.399944 5.268880 25.386418 0.61 -0.33 0.09 0.0994
H 4.688000 4.153425 24.831060 0.10 -0.19 -0.10 0.0506
H 5.089117 5.852474 25.384077 -0.62 -1.05 -0.07 0.0880
H 4.302400 5.305615 27.596367 -0.02 0.20 -0.02 0.1215
H 3.854625 3.071291 28.304826 -0.33 -0.28 1.60 0.0835
H 4.398476 2.433797 26.800840 -0.72 -0.16 -0.18 0.1119
H 2.293672 1.499564 26.015704 0.67 -0.96 -0.73 0.0561
H 0.814217 2.375556 26.252097 0.43 -0.31 0.63 0.0949
H 1.717758 1.652410 27.650338 -0.24 -0.33 0.61 0.0781
H 6.441354 3.438115 26.942705 0.31 -0.97 -0.35 0.0546
H 6.366074 4.411536 28.267484 -0.53 -0.12 -0.29 0.0821
C 9.324732 0.658395 31.332334 -0.62 -0.40 -0.01 -0.0560
C 8.433486 1.680651 30.686372 0.08 0.36 1.20 -0.4500
C 7.259066 1.062124 30.002587 0.53 0.45 0.16 -0.2333
O 7.739353 0.338887 28.892398 -0.58 0.37 -0.39 -0.1615
C 6.631158 -0.237916 28.263885 -0.99 -0.97 -1.14 -0.1161
N 7.984735 2.640840 31.726342 -0.22 -0.12 -0.93 0.0678
H 8.683192 0.069269 32.028110 0.70 0.17 -0.30 0.1011
H 10.113368 1.176167 31.870337 0.23 -0.22 0.10 0.0790
H 9.728206 0.028112 30.547778 0.23 -0.40 0.19 0.0732
H 8.960594 2.201656 29.908920 0.54 0.45 -0.34 0.0988
H 6.552557 1.863909 29.760548 -0.05 -0.16 -0.50 0.1033
H 6.773485 0.385314 30.674474 -0.63 -0.56 0.62 0.1134
H 6.937975 -0.923497 27.456784 0.33 0.18 0.40 0.0959
H 5.944739 0.478251 27.731349 0.52 -0.14 0.82 0.0879
H 6.049821 -0.852136 28.989071 0.14 0.46 -0.39 0.0781
H 8.487910 2.521214 32.598474 0.04 0.05 -0.24 0.0661
H 8.218049 3.537534 31.328523 -0.11 0.52 0.50 0.0621
```
Positions in Å, forces in eV/Å.

Values from the calculation:
Charge   0
LUMO level   0.2 eV
Max |F|   2.98 eV Å⁻¹
HOMO energy   -8.83 eV
Relative energy (zero: lowest compared OMol25 entry of this formula, charge and spin)   64.5 kJ/mol